(1)
Computed, not measured: a cluster of 7 separate species, C13H40N8O7 in total at a distorted geometry, with wB97M-V/def2-TZVPD.

Geometry as XYZ:
```
68
Properties=species:S:1:pos:R:3:forces:R:3:nbo_charge:R:1
C -0.199 0.126 -0.811 -0.818 -0.945 -0.712 -0.633
C -0.950 -0.730 0.255 4.536 2.120 1.020 0.081
C -1.129 -2.158 -0.040 -1.425 -1.118 -0.708 -0.606
O 0.084 -0.697 1.345 -2.080 -0.237 0.487 -0.786
H -0.452 -0.268 -1.795 -0.585 0.758 -0.395 0.202
H 0.884 0.008 -0.838 0.114 -0.280 0.657 0.222
H -0.381 1.189 -0.655 -0.232 -0.198 -0.499 0.205
H -1.838 -0.188 0.580 -0.069 -0.345 0.072 0.195
H -1.940 -2.562 0.566 -0.014 -0.139 0.118 0.219
H -0.257 -2.782 0.157 -0.234 0.571 -0.027 0.183
H -1.453 -2.274 -1.075 0.026 -0.276 -0.156 0.209
H 0.908 -0.356 0.989 0.366 0.123 0.125 0.512
C 2.299 5.038 -2.418 -0.940 0.945 -0.681 -0.622
C 1.936 3.689 -2.920 0.754 -0.896 1.998 0.084
C 2.436 2.703 -1.880 -0.256 -1.677 0.526 -0.641
O 0.519 3.529 -2.973 0.341 0.320 -0.735 -0.717
H 1.923 5.763 -3.140 0.424 0.417 0.009 0.214
H 3.375 5.105 -2.256 -0.171 0.230 -0.009 0.214
H 1.727 5.223 -1.509 0.300 0.018 0.258 0.215
H 2.447 3.437 -3.849 -0.306 0.239 -0.398 0.159
H 1.876 2.644 -0.946 -0.551 0.800 -0.017 0.219
H 3.455 2.771 -1.498 0.315 0.096 -0.752 0.213
H 2.224 1.707 -2.270 0.585 -0.403 -0.107 0.195
H 0.397 2.752 -3.523 -0.472 -0.102 0.011 0.468
C -4.589 -1.268 -2.289 0.443 -0.292 -1.211 -0.628
C -5.586 -0.769 -1.278 0.984 -1.659 1.609 0.100
C -6.121 -2.001 -0.476 -0.024 1.126 -1.575 -0.635
O -4.859 0.024 -0.387 1.036 1.366 0.574 -0.735
H -5.068 -1.595 -3.212 -0.226 0.247 -0.155 0.206
H -4.021 -2.154 -2.004 -0.037 0.038 0.650 0.201
H -3.849 -0.510 -2.544 -0.179 0.199 -0.022 0.225
H -6.348 -0.167 -1.773 -0.409 -0.230 0.111 0.165
H -6.807 -1.656 0.298 -0.579 -0.418 -0.365 0.206
H -5.357 -2.606 0.012 0.397 0.396 -0.217 0.211
H -6.483 -2.564 -1.337 -1.066 -0.704 0.759 0.214
H -5.213 0.009 0.506 -0.270 -0.076 -0.125 0.471
C 4.011 0.312 0.913 -1.559 0.768 0.973 0.760
O 2.818 0.291 1.059 -2.481 -0.267 -0.342 -0.699
N 4.747 1.382 1.021 2.310 5.077 0.488 -0.827
N 4.815 -0.668 0.729 2.281 -4.997 -0.956 -0.815
H 4.378 2.297 1.237 -0.199 -0.413 0.019 0.403
H 5.710 1.223 1.279 -0.306 0.639 -0.041 0.370
H 5.793 -0.442 0.613 -0.384 -0.793 -0.131 0.375
H 4.493 -1.625 0.747 0.052 -0.107 -0.196 0.440
C 3.065 -4.129 -0.629 -2.300 1.654 1.303 0.756
O 3.640 -3.492 0.188 3.117 1.601 2.497 -0.684
N 3.552 -4.990 -1.462 3.479 -2.653 -2.961 -0.813
N 1.772 -4.006 -0.740 -4.719 -0.327 -1.310 -0.814
H 3.097 -5.169 -2.346 0.017 0.011 0.259 0.385
H 4.547 -4.842 -1.544 0.102 -0.477 -0.213 0.397
H 1.135 -3.461 -0.176 1.059 0.004 0.053 0.406
H 1.327 -4.537 -1.475 -0.266 0.155 0.317 0.365
C -0.099 -1.926 4.850 -2.109 2.873 2.823 0.744
O -0.593 -0.828 5.105 0.650 0.273 0.242 -0.686
N -0.257 -2.506 3.729 -1.109 -1.681 -6.934 -0.830
N 0.444 -2.751 5.714 1.451 -1.148 1.989 -0.836
H -0.518 -1.931 2.941 0.161 0.256 0.052 0.428
H -0.050 -3.453 3.448 0.213 0.238 0.651 0.375
H 0.850 -3.529 5.215 0.428 -0.217 1.573 0.383
H 0.471 -2.488 6.689 0.425 -0.523 -0.317 0.414
C -1.617 4.584 0.923 -0.637 1.993 1.181 0.749
O -1.674 5.803 0.879 0.407 0.905 -0.916 -0.696
N -0.887 3.815 0.158 1.756 -0.268 -2.343 -0.839
N -2.310 3.949 1.828 -1.709 -1.827 2.151 -0.826
H -0.721 2.831 0.312 0.078 0.549 -0.273 0.396
H -0.473 4.398 -0.555 0.537 -1.023 -0.378 0.420
H -2.234 2.943 1.863 -0.496 0.324 0.620 0.383
H -2.823 4.531 2.475 0.073 -0.611 0.000 0.412
```
Forces are in eV/Å.

Summary:
* energy above the lowest of the compared OMol25 structures with the same formula, charge and spin: 4.156 eV
* frontier orbital gap: 9.3 eV
* electronic energy: -40383.3351 eV
* maximum force: 7.22 eV Å⁻¹
* total charge: 0

***

(2)
Computed, not measured: the ion C8H13IN with charge +1 at a distorted geometry, with wB97M-V/def2-TZVPD.

Geometry as XYZ:
```
23
Properties=species:S:1:pos:R:3:forces:R:3:nbo_charge:R:1
C -0.565 -2.716 -0.565 1.819 4.542 1.506 -0.149
C -0.681 -1.692 -1.431 -0.511 -1.680 2.174 -0.245
C 0.160 -2.424 0.692 0.429 -0.139 -0.533 -0.214
C -0.118 -0.390 -1.047 -3.208 0.250 0.877 -0.257
C -0.265 -1.578 1.607 -2.865 -1.822 -0.657 -0.434
C -0.755 0.472 -0.229 -0.083 -0.080 -1.691 -0.014
C 1.167 1.244 0.923 2.211 4.144 -1.623 -0.409
C 0.164 2.565 -0.984 4.669 -0.408 0.405 -0.394
N -0.056 1.737 0.222 -1.786 -1.005 0.926 -0.431
I -2.798 0.368 0.176 0.306 0.334 -0.068 0.311
H -0.794 -3.671 -0.703 -1.294 -3.850 -1.311 0.220
H -1.124 -1.979 -2.327 -0.587 0.446 -1.909 0.247
H 1.188 -2.760 0.747 0.185 -0.253 -0.070 0.212
H 0.841 -0.424 -1.424 2.440 1.273 -0.296 0.248
H -1.398 -1.432 1.607 2.035 0.471 0.544 0.214
H 0.415 -1.366 2.360 0.554 0.678 1.866 0.208
H 2.050 1.020 0.276 -0.981 0.852 -0.261 0.241
H 1.429 2.047 1.599 0.389 -0.201 0.359 0.232
H 1.043 0.353 1.337 -1.301 -3.325 2.318 0.239
H 0.210 1.953 -1.863 -0.157 -0.190 -0.198 0.242
H -0.560 3.251 -1.003 -2.863 2.590 -0.517 0.224
H 1.168 3.103 -0.896 -1.349 -0.639 0.059 0.235
H -0.721 2.317 0.928 1.946 -1.988 -1.897 0.474
```
Forces are in eV/Å.

Summary:
* energy above the lowest of the compared OMol25 structures with the same formula, charge and spin: 3.220 eV
* frontier orbital gap: 9.2 eV
* electronic energy: -18086.2345 eV
* maximum force: 5.12 eV Å⁻¹
* total charge: +1

***

(3)
Computed, not measured: a cluster of 11 separate species, H22O11 in total at a distorted geometry, with wB97M-V/def2-TZVPD.

Geometry as XYZ:
```
33
Properties=species:S:1:pos:R:3:forces:R:3:nbo_charge:R:1
O 7.667 9.618 6.597 0.233 0.411 -0.227 -0.987
H 6.726 9.456 6.663 -0.348 0.050 -0.172 0.478
H 8.054 9.067 7.277 0.496 -0.142 0.257 0.477
O 5.036 9.041 6.372 -0.335 -0.046 0.004 -0.952
H 4.332 9.595 6.035 -0.141 0.317 -0.044 0.484
H 4.665 8.158 6.375 -0.011 -0.404 0.044 0.484
O 4.010 5.994 3.883 -0.274 -0.150 0.106 -0.942
H 3.248 6.513 4.138 -0.326 -0.013 -0.017 0.459
H 4.702 6.639 3.733 0.453 -0.077 -0.026 0.478
O 6.523 3.868 9.053 -0.383 -0.038 0.552 -0.953
H 6.010 4.024 8.260 0.000 0.201 -0.330 0.478
H 7.166 3.206 8.796 0.308 0.023 -0.035 0.476
O 6.380 7.331 9.401 0.070 0.167 -0.157 -0.969
H 5.837 6.709 9.885 0.028 -0.541 0.079 0.502
H 5.967 8.181 9.557 -0.036 0.384 -0.022 0.486
O 6.579 7.157 4.015 -0.668 -0.197 -0.203 -1.006
H 6.240 8.019 3.772 0.076 0.383 -0.039 0.480
H 7.475 7.327 4.308 1.040 -0.014 0.554 0.527
O 8.900 7.690 8.214 0.195 0.174 -0.162 -0.982
H 9.586 7.735 8.881 0.316 -0.054 0.051 0.494
H 8.123 7.396 8.689 -0.475 -0.252 0.593 0.500
O 8.875 4.436 7.104 0.956 -0.552 0.428 -0.968
H 8.194 5.058 6.848 -0.460 0.032 -0.156 0.483
H 8.569 3.593 6.769 0.023 -0.108 -0.263 0.458
O 7.004 4.143 3.543 0.229 -0.331 0.085 -0.950
H 6.919 5.096 3.505 -0.036 0.396 -0.012 0.480
H 6.140 3.815 3.295 -0.249 -0.049 -0.040 0.467
O 9.168 7.025 5.492 -0.229 -0.149 -1.006 -0.967
H 8.873 6.983 6.402 0.199 0.048 0.421 0.492
H 9.744 7.789 5.462 0.077 0.235 0.037 0.475
O 6.650 5.829 6.849 -0.471 0.026 -0.026 -0.959
H 6.309 6.175 6.024 -0.053 0.064 -0.713 0.496
H 6.795 6.604 7.392 -0.203 0.204 0.439 0.481
```
Forces are in eV/Å.

Summary:
* energy above the lowest of the compared OMol25 structures with the same formula, charge and spin: 1.210 eV
* frontier orbital gap: 9.7 eV
* electronic energy: -22880.3039 eV
* maximum force: 1.18 eV Å⁻¹
* total charge: 0

***

(4)
Computed, not measured: a structure of composition C33H32NP2S3TeV, with wB97M-V/def2-TZVPD.

Geometry as XYZ:
```
73
Properties=species:S:1:pos:R:3:forces:R:3:lowdin_charge:R:1
V 0.048 1.283 1.143 0.051 -0.046 0.015 0.068
S -1.586 1.997 -0.906 0.004 -0.009 -0.014 0.255
P -0.767 0.209 -1.355 0.018 -0.004 0.059 0.346
C -0.397 -0.772 -0.060 -0.006 0.044 0.017 -0.642
P -1.551 -1.224 1.065 0.009 -0.024 -0.028 0.324
S -2.141 0.207 2.352 0.018 -0.019 -0.003 0.208
C -3.043 -1.984 0.293 -0.026 0.050 0.001 -0.307
C -3.200 -3.354 0.110 0.007 -0.009 0.007 -0.085
C -4.276 -3.852 -0.616 0.005 -0.005 -0.001 -0.111
C -5.201 -2.983 -1.176 -0.005 0.007 0.000 -0.119
C -5.051 -1.613 -0.998 0.010 -0.014 -0.012 -0.095
C -3.985 -1.117 -0.263 -0.008 -0.001 0.001 -0.108
C -0.898 -2.642 2.023 0.008 -0.016 0.005 -0.378
C 0.172 -3.375 1.525 -0.004 0.005 0.001 -0.130
C 0.655 -4.474 2.225 0.001 -0.006 0.006 -0.100
C 0.068 -4.847 3.425 0.003 0.002 -0.005 -0.115
C -0.999 -4.112 3.930 -0.002 0.001 0.004 -0.101
C -1.476 -3.012 3.233 -0.006 0.001 0.003 -0.104
C -1.786 -0.595 -2.670 -0.004 0.025 0.001 -0.323
C -1.674 -1.970 -2.860 -0.006 0.005 0.002 -0.085
C -2.455 -2.616 -3.808 0.001 -0.007 0.003 -0.101
C -3.352 -1.892 -4.582 -0.006 0.003 -0.004 -0.119
C -3.470 -0.521 -4.398 0.007 0.002 0.008 -0.107
C -2.696 0.122 -3.440 -0.013 -0.010 -0.010 -0.122
C 0.788 0.539 -2.269 -0.010 0.015 -0.008 -0.322
C 2.005 0.176 -1.702 -0.011 0.002 -0.004 -0.090
C 3.195 0.496 -2.344 0.002 0.003 0.009 -0.093
C 3.177 1.168 -3.557 0.002 0.002 -0.005 -0.121
C 1.962 1.528 -4.130 0.002 0.003 0.000 -0.112
C 0.775 1.220 -3.482 0.000 -0.014 0.006 -0.101
H -2.475 -4.039 0.532 0.001 0.002 -0.003 0.097
H -4.384 -4.923 -0.752 0.000 0.000 0.000 0.089
H -6.031 -3.370 -1.757 -0.001 -0.001 0.001 0.087
H -5.760 -0.926 -1.445 -0.001 0.001 0.000 0.097
H -3.854 -0.048 -0.128 0.003 -0.003 0.002 0.077
H 0.630 -3.043 0.600 -0.001 0.000 0.000 0.087
H 1.507 -5.025 1.843 0.000 0.002 -0.001 0.093
H 0.453 -5.695 3.979 -0.001 -0.001 0.000 0.086
H -1.446 -4.386 4.878 0.001 -0.002 0.000 0.089
H -2.281 -2.408 3.634 0.000 0.000 -0.002 0.080
H -0.988 -2.525 -2.230 0.000 -0.001 0.000 0.103
H -2.376 -3.690 -3.930 -0.001 0.000 -0.001 0.093
H -3.969 -2.397 -5.317 0.001 -0.001 0.001 0.086
H -4.180 0.047 -4.989 -0.001 -0.001 0.000 0.089
H -2.808 1.184 -3.254 0.006 0.001 0.002 0.063
H 2.002 -0.330 -0.742 0.010 -0.002 -0.001 0.049
H 4.138 0.231 -1.879 -0.001 -0.001 0.002 0.097
H 4.107 1.424 -4.053 0.000 -0.001 0.000 0.086
H 1.942 2.064 -5.072 -0.001 0.000 0.000 0.087
H -0.173 1.527 -3.911 0.001 0.004 -0.002 0.095
Te 1.988 -0.290 2.514 -0.028 -0.024 0.004 0.734
C 3.044 1.101 3.693 0.075 0.008 -0.018 -1.057
C 4.398 1.198 3.893 -0.035 -0.003 -0.005 -0.297
C 4.781 2.273 4.742 0.009 0.015 0.018 -0.248
C 3.712 2.991 5.191 -0.001 -0.005 -0.016 -0.474
S 2.248 2.349 4.563 -0.029 0.012 0.021 0.882
H 5.097 0.523 3.418 -0.001 -0.006 0.002 0.078
H 5.808 2.509 4.994 -0.001 0.002 0.002 0.078
H 3.717 3.863 5.826 0.003 -0.001 0.004 0.038
C 1.619 4.066 -0.785 -0.001 0.005 -0.001 -0.071
C 1.781 3.813 0.721 0.069 -0.045 -0.003 -0.740
C 1.363 5.068 1.500 -0.004 0.002 0.026 -0.077
C 3.253 3.493 1.019 -0.001 -0.001 -0.002 -0.061
N 0.964 2.703 1.105 -0.104 0.048 -0.082 -0.188
H 2.203 4.938 -1.105 0.001 0.000 0.008 0.068
H 0.566 4.225 -1.025 0.001 0.002 -0.003 0.051
H 1.955 3.191 -1.346 -0.004 -0.003 0.003 0.062
H 1.987 5.931 1.239 0.002 -0.001 -0.004 0.065
H 1.454 4.875 2.571 0.000 0.006 -0.001 0.058
H 0.319 5.304 1.282 -0.001 -0.002 -0.002 0.071
H 3.909 4.294 0.656 -0.006 0.002 0.001 0.070
H 3.525 2.556 0.530 0.001 0.004 -0.005 0.073
H 3.411 3.367 2.091 -0.003 0.004 0.002 0.047
```
Forces are in eV/Å.

Summary:
* energy above the lowest of the compared OMol25 structures with the same formula, charge and spin: 0.000 eV
* <S²>: 2.1028
* multiplicity: 3
* frontier orbital gap (spin up / spin down): 5.1 / 5.5 eV
* electronic energy: -120297.1492 eV
* maximum force: 0.14 eV Å⁻¹
* total charge: -2